(1)
C17H15Cl3GeIrN3O2S2 | wB97M-V/def2-TZVPD

HOMO-LUMO gap (alpha / beta)   6.302 / 5.825 eV
Relative energy (zero: lowest compared OMol25 entry of this formula, charge and spin)   0.00 kJ/mol
<S²>   0.809

The geometry in ORCA input format:
```
! RIJCOSX wB97M-V def2-TZVPD def2/J DEFGRID3
* xyz 1 2
C -0.2409 -1.1425 3.7335
C -0.3358 -0.7384 -2.7536
C 1.7276 4.5272 0.3491
H 1.9392 4.9636 2.4800
O -0.0541 0.2828 -2.0665
N 0.6740 3.7207 -0.2648
S -1.6256 2.3718 -0.0567
Cl 2.8869 -1.1896 1.6068
C 0.2430 -0.5377 6.0063
H -0.7409 -1.6115 -6.0082
C -0.6698 -1.7135 -4.9333
C -0.5495 -2.0313 -2.1511
C 0.3713 -0.2904 4.6524
Cl 3.7065 1.6561 -0.0612
C -0.5473 -2.2126 -0.7852
H -0.7473 -3.2041 -0.3975
C -0.9538 -2.2580 4.1713
H -0.6458 -1.7877 7.5040
Cl 2.8865 -1.1796 -1.7907
H -1.6594 -3.3413 5.8763
C -0.4324 -0.6189 -4.1744
Ir 0.0369 0.6006 -0.0688
C 1.7763 4.1156 1.8210
H -0.9286 -4.1332 -2.5502
C -0.8369 -3.0128 -4.3429
H 0.7215 0.1146 6.7241
Ge 2.3456 0.0006 -0.0887
H 0.5199 3.7203 -1.2642
H 2.6754 4.3210 -0.1424
C -0.7893 -3.1595 -3.0023
O 0.0865 0.3805 1.9477
H -0.2836 0.3632 -4.6010
N -0.4741 -1.7466 1.4082
C -0.5073 -1.6236 6.4435
H 2.5359 3.3592 2.0030
C -0.1978 -0.8045 2.3126
H -1.0077 -3.8690 -4.9798
N -0.3572 -1.2855 0.1677
S 0.1486 3.3889 2.2010
H 1.4850 5.5844 0.2283
H -1.4195 -2.9111 3.4465
C -1.0925 -2.4886 5.5287
H 0.9350 0.5597 4.2920
C -0.1912 3.1091 0.5331
*
```

natural (NBO) population analysis, charges in e, atoms 1 to 4: -0.092, 0.463, -0.237, 0.258

=====

(2)
C17H15Cl3N3O2PRuSi | wB97M-V/def2-TZVPD

HOMO-LUMO gap (alpha / beta)   6.227 / 6.217 eV
Relative energy (zero: lowest compared OMol25 entry of this formula, charge and spin)   12.94 kJ/mol

The geometry in ORCA input format:
```
! RIJCOSX wB97M-V def2-TZVPD def2/J DEFGRID3
* xyz 0 1
N 1.5701 -2.9722 4.3324
C 1.8798 -1.9303 3.9384
H -2.5508 -0.8052 3.3417
N 2.0728 0.6622 1.5895
H 0.6919 -5.1998 -2.1770
C -3.6068 0.6045 2.1035
H 2.5669 -3.5962 -2.3744
C -2.5385 1.2065 0.0306
H 2.2493 -1.2587 -1.6867
Cl 4.2087 0.1807 -1.7691
C -0.8572 -2.4200 -1.0200
P -0.0664 0.2100 -0.7411
C 0.2002 -1.5185 -1.1347
C -0.4875 0.9977 -2.3047
H -4.4360 0.7064 2.7922
C -3.5996 1.3300 0.9203
N 2.2594 -0.7269 3.5593
C -1.4922 -0.3797 1.5312
H -1.4978 -4.4390 -1.3213
Cl 3.5643 3.3205 -2.5058
H 1.0977 3.3667 1.9854
C 2.1346 -0.0550 2.5235
O -1.2123 3.2356 -2.6975
Si 3.4961 1.9454 -1.0179
H 0.2976 0.6954 -3.0033
Cl 4.7477 2.5476 0.4646
O 0.5728 2.9094 -1.3900
H -0.6670 -1.0404 1.7767
C -1.4932 0.3358 0.3314
H -2.5345 1.7936 -0.8806
C 1.4315 -1.9472 -1.6152
C 0.3202 2.9321 1.3543
C -2.5517 -0.2494 2.4133
Ru 1.3854 1.7128 0.0809
H -0.2059 3.6680 0.7566
H -4.4172 1.9996 0.6858
H -1.4492 0.6742 -2.6991
C -0.6752 -3.7410 -1.4035
C 1.6071 -3.2684 -1.9967
H -0.3371 2.2620 1.9051
H -1.8190 -2.0960 -0.6417
C -0.4125 2.5125 -2.1476
C 0.5535 -4.1656 -1.8885
*
```

natural (NBO) population analysis, charges in e, atoms 1 to 4: -0.418, 0.430, 0.233, -0.646

=====

(3)
C17H15ClMgO3 | wB97M-V/def2-TZVPD

HOMO-LUMO gap   5.248 eV

The geometry in ORCA input format:
```
! RIJCOSX wB97M-V def2-TZVPD def2/J DEFGRID3
* xyz -2 1
H 0.5616 1.6918 6.3550
H 1.3150 -1.4809 -4.3855
C -0.1917 0.5683 2.7254
H 2.3145 -2.5855 -2.1465
O -1.6473 -0.6030 1.2533
H 1.1406 1.2198 -3.9859
H 2.7746 -0.6165 -0.3504
C 0.7989 1.5478 2.9808
Cl 0.2309 -2.8074 -0.2744
H -1.4448 -2.6858 -3.4461
H -1.7655 -0.6483 3.5577
C -1.3938 -0.4330 -3.5167
C 1.5454 -0.9418 -3.4637
C 2.3050 -0.4835 -1.3323
O 0.1437 0.5543 0.3549
C 1.4580 0.4783 -3.2518
C -2.3179 -0.1352 -1.4203
C 0.3216 1.3745 5.3388
H 1.8432 2.6134 4.4330
H -1.0513 -0.2385 -4.5359
C -2.2053 -1.5401 -1.6586
C -0.7019 0.4525 5.0987
H -2.8989 0.3303 -0.6156
Mg -0.1931 -0.7237 -1.2027
C -1.6183 -1.7228 -2.9530
C -0.5959 0.1466 1.3350
H -1.8608 1.6309 -2.7505
H 1.1607 1.7097 1.1903
C -1.8086 0.5511 -2.5766
C -0.9530 0.0747 3.7648
C 2.0675 -1.5332 -2.2894
H -1.2896 0.0290 5.9174
H 2.0599 1.7501 -1.5103
H -2.6149 -2.3328 -1.0277
O 1.5462 2.1183 2.0327
C 1.9106 0.7599 -1.9419
C 1.0545 1.9107 4.2981
*
```

natural (NBO) population analysis, charges in e, atoms 1 to 4: 0.185, 0.186, -0.240, 0.214

=====

(4)
C17H15F3N2O5S2 | wB97M-V/def2-TZVPD

HOMO-LUMO gap   6.883 eV

The geometry in ORCA input format:
```
! RIJCOSX wB97M-V def2-TZVPD def2/J DEFGRID3
* xyz 0 1
C 0.8311 -2.1889 3.4769
C -5.3127 -2.5910 -5.2833
H 2.8799 -2.9270 3.4927
H 2.8317 -3.4214 1.0036
H -2.2793 -1.6040 1.1244
C -1.1363 -1.2197 -0.6572
H -7.1483 -5.0960 -7.5677
H -1.2053 -1.4857 3.0842
H -3.0324 1.8054 -3.2560
H 0.7884 -1.9570 4.5380
H -6.1683 -5.8645 -5.3702
H -1.7485 -0.1535 -2.9793
C 0.8664 -2.7277 0.7700
H -3.9389 0.9986 -1.9680
H -0.8786 1.0018 -1.8844
C 1.9823 -3.0011 1.5361
H -6.9578 -2.6976 -8.2439
C -2.9761 1.4516 -2.2280
C -4.6839 -4.2377 -3.6633
N -4.3105 -2.9996 -3.1005
O -2.1236 -0.3113 -0.9291
C -1.8277 0.4910 -2.0956
C 1.9908 -2.7256 2.9037
F -5.6564 -4.0224 -0.8807
O -4.4095 -5.3328 -3.1898
N -0.2628 -2.1791 1.3488
C -6.5456 -3.0314 -7.2902
H -5.7772 -1.0634 -6.7132
O -0.1756 -1.3700 -1.4139
C -0.2892 -1.9452 2.7083
S -3.3472 -2.9553 -1.6717
O -3.0932 -1.2909 -4.6735
C -6.6458 -4.3845 -6.9131
H -2.7677 2.3119 -1.5874
C -5.8788 -2.1174 -6.4636
F -3.9978 -4.0691 0.5711
C -4.5950 -3.3327 -0.4159
S -4.3992 -1.6120 -4.1530
C -1.3913 -1.8942 0.5762
O -5.2284 -0.5921 -3.5693
C -5.4310 -3.9115 -4.8943
C -6.1019 -4.8312 -5.7093
H 0.8361 -2.8307 -0.3089
F -5.0623 -2.1821 0.1460
*
```

natural (NBO) population analysis, charges in e, atoms 1 to 4: -0.222, -0.236, 0.227, 0.233

=====

(5)
C17H15FN2O3 | wB97M-V/def2-TZVPD

HOMO-LUMO gap   7.164 eV
SMILES   Cn1c(/C=C/C(=O)NO)ccc1/C=C/C(=O)c1cccc(F)c1
Relative energy (zero: lowest compared OMol25 entry of this formula, charge and spin)   0.00 kJ/mol

The geometry in ORCA input format:
```
! RIJCOSX wB97M-V def2-TZVPD def2/J DEFGRID3
* xyz 0 1
H 2.9347 2.5864 0.4981
H 3.3707 -1.2173 -0.5400
H 7.2529 0.9005 0.1456
C -5.2934 -0.1191 -0.7164
C 0.7789 2.2424 0.2713
N 0.9837 0.0836 -0.2680
C -5.8595 -1.3334 -0.3822
H -3.0414 0.0587 1.8038
N 7.0372 -0.0797 0.0827
H -4.0900 -2.0950 2.3720
H -1.6890 -0.1079 -0.3594
C 5.8266 -0.6320 -0.1763
C -5.4398 -2.0614 0.7180
C 4.6885 0.2615 0.0218
H -0.0613 -1.6889 0.0844
C 3.4421 -0.1884 -0.2113
C 0.0720 1.0856 -0.0687
C 2.2458 0.5729 -0.0689
H -1.9207 2.9244 -0.0239
H -5.6501 0.4412 -1.5666
F -6.8544 -1.8261 -1.1464
C -1.3370 0.9001 -0.1843
C -4.2520 0.3752 0.0625
H 0.1527 -1.2653 -1.6282
C 0.6283 -1.2581 -0.6447
C -3.6827 1.7160 -0.2696
H 1.5145 -1.8849 -0.6858
O 5.7616 -1.8119 -0.5026
O 8.1627 -0.8640 -0.1817
H 4.8902 1.2669 0.3538
H 0.3479 3.1970 0.4956
O -4.4051 2.6193 -0.6501
C -2.2416 1.8968 -0.1111
C -4.4191 -1.5491 1.5007
C -3.8226 -0.3432 1.1759
H -5.9153 -3.0002 0.9540
C 2.1236 1.9232 0.2759
H 7.7606 -1.7257 -0.4301
*
```

natural (NBO) population analysis, charges in e, atoms 1 to 4: 0.222, 0.229, 0.394, -0.245

=====

(6)
C17H15GeNS4SeY | wB97M-V/def2-TZVPD

HOMO-LUMO gap   7.844 eV
Relative energy (zero: lowest compared OMol25 entry of this formula, charge and spin)   56.08 kJ/mol

The geometry in ORCA input format:
```
! RIJCOSX wB97M-V def2-TZVPD def2/J DEFGRID3
* xyz 1 1
Ge -2.0623 1.0640 -0.9257
H 1.2749 -0.1987 2.6809
C 3.6945 0.5772 -0.6226
C -2.3835 -1.8930 -0.4804
H -3.1393 2.1055 -1.1973
C 1.0753 1.9344 2.5646
C 0.4137 2.9857 1.9500
C -5.1393 -1.7192 -0.6744
Y 1.2390 -0.4256 -1.3913
H -5.1528 -3.8200 -0.2510
H -6.2152 -1.6431 -0.7532
C -0.0903 0.3978 1.1324
H 4.1171 2.5652 0.1092
H 4.7864 1.7592 2.3455
C 4.0935 -1.1211 1.0543
C -4.5437 -2.9378 -0.3931
C -2.9668 -0.6583 -0.7609
C 3.7165 -0.7747 -0.2444
N 4.4523 -0.2311 1.9590
S -0.5934 1.2272 -2.6860
H -0.4454 -0.6309 0.9928
H 4.1362 -2.1640 1.3525
H 3.5676 -1.5766 -0.9754
S -1.2533 -0.1529 -4.1253
C 4.0936 1.5085 0.3369
S 0.5116 -1.1419 -4.3816
C 4.4655 1.0523 1.5884
H 1.7661 2.1224 3.3750
H -4.8430 0.3520 -1.0796
H -0.9942 3.5926 0.4633
Se 3.1204 1.0664 -2.3718
H -2.6881 -3.9767 -0.0953
C -4.3566 -0.5912 -0.8573
H -1.3070 -2.0200 -0.4249
H 0.5905 4.0005 2.2812
C -3.1603 -3.0259 -0.3006
S 0.6428 -2.4456 -2.7643
C -0.7456 1.4564 0.4834
C 0.8133 0.6301 2.1627
C -0.4904 2.7510 0.9242
*
```

natural (NBO) population analysis, charges in e, atoms 1 to 4: 1.227, 0.240, -0.207, -0.130

=====

(7)
C17H15N3O4S | wB97M-V/def2-TZVPD

HOMO-LUMO gap   7.553 eV
SMILES   C=CC/N=c1\scc(-c2ccco2)n1/N=C/c1ccc(O)c(O)c1O
Relative energy (zero: lowest compared OMol25 entry of this formula, charge and spin)   310.59 kJ/mol

The geometry in ORCA input format:
```
! RIJCOSX wB97M-V def2-TZVPD def2/J DEFGRID3
* xyz 0 1
C -0.3049 3.2454 0.1846
H 5.7099 1.1120 -0.8856
H 2.0910 -2.5619 1.2680
C 2.6952 0.3853 -0.2679
C 0.5105 -0.6674 0.4149
C 2.6524 -1.7560 0.8215
C -3.5927 1.3889 0.1124
H -4.2020 -3.9906 -2.5098
C 1.9547 -0.6524 0.3211
O 2.0958 1.4683 -0.8015
H -2.1235 5.9622 -0.0722
C -0.3291 4.6560 0.1140
H 0.0792 -1.6308 0.6754
C -1.6390 5.0090 0.0071
C -2.3581 -0.7615 0.3680
O -2.4268 3.9223 0.0049
O 6.1250 -0.8127 0.0929
C -4.1412 -3.6051 -1.5060
H -3.8508 -2.7386 0.9419
H -2.4363 -3.8039 1.2205
H 0.5454 2.6039 0.2548
H -5.0573 -3.2307 -1.0793
H 4.5415 -2.7000 1.1709
C 4.0878 0.2943 -0.3284
H 2.7861 2.0298 -1.1861
H -4.3291 2.1608 0.0332
C -1.6124 2.8397 0.1114
S -4.0849 -0.2654 0.2202
C -2.2539 1.5498 0.1509
H 0.5139 5.3156 0.1408
N -1.9476 -1.9400 0.5460
C -3.0091 -3.5980 -0.8296
C 4.7565 -0.8086 0.1923
H -2.0905 -3.9602 -1.2708
N -0.2063 0.3684 0.2113
O 4.7702 1.3295 -0.9229
C 4.0268 -1.8385 0.7701
N -1.5497 0.3489 0.2689
C -2.8665 -3.0453 0.5581
H 6.4697 -1.6226 0.4838
*
```

natural (NBO) population analysis, charges in e, atoms 1 to 4: -0.286, 0.505, 0.217, 0.364

=====

(8)
C17H16Br2N2OTi | wB97M-V/def2-TZVPD

HOMO-LUMO gap   5.704 eV
Relative energy (zero: lowest compared OMol25 entry of this formula, charge and spin)   144.55 kJ/mol

The geometry in ORCA input format:
```
! RIJCOSX wB97M-V def2-TZVPD def2/J DEFGRID3
* xyz 4 1
C 1.3696 2.3364 0.1402
H -0.4731 -5.2369 0.7025
H 2.1513 -1.2850 1.6934
N 1.2289 1.3517 -0.7843
C -2.7067 1.7676 0.0911
C 2.8136 3.6318 -1.3219
C -2.7486 0.8029 2.3909
C 0.5420 -2.6392 1.0113
C -0.0259 -3.3459 -0.0767
C 1.5518 -1.6694 0.8515
C -2.9324 1.9324 1.4625
H -1.3033 -4.7989 -0.8010
Br -1.7286 0.0798 -2.1435
O -3.3333 3.0928 1.9737
H -0.3639 -3.3174 -2.2008
H -1.6557 -1.1126 2.5069
H -2.9538 0.9022 3.4533
H 3.4446 4.5179 -1.4467
H 3.2696 2.6054 -3.2660
C 0.2441 -2.8561 -1.4024
Br 0.5505 2.1155 1.8761
H -1.8195 -4.0813 0.8029
N -1.6488 -0.3113 0.6254
H 2.1553 4.2364 0.6986
H -2.9292 2.5248 -0.6597
C 1.1517 -1.8176 -1.5886
C 2.6846 2.5987 -2.3156
H 1.5496 0.8117 -2.7558
H 1.3562 -1.4410 -2.5832
C 1.7948 1.5936 -2.0659
C -0.9782 -4.4203 0.1703
H -3.6646 3.1749 2.9124
Ti 0.2784 -0.3153 -0.3104
C -2.0188 -0.2808 1.9114
C 2.2235 3.4572 -0.0657
C 2.0026 -1.4161 -0.5334
C -2.0360 0.5810 -0.2286
H 0.0797 -2.8962 1.9863
H 2.8781 -0.8735 -0.7106
*
```

natural (NBO) population analysis, charges in e, atoms 1 to 4: 0.195, 0.334, 0.341, -0.660

=====

(9)
C17H16BrClN2O4Re | wB97M-V/def2-TZVPD

HOMO-LUMO gap (alpha / beta)   6.192 / 4.183 eV
<S²>   4.094

The geometry in ORCA input format:
```
! RIJCOSX wB97M-V def2-TZVPD def2/J DEFGRID3
* xyz 2 4
H -2.1849 -2.0673 -2.3125
C 0.6631 4.2598 -0.1536
H -0.2279 -2.3027 -1.7544
H -4.6880 -3.4767 -0.3954
C -2.2221 -4.3268 1.7648
N 0.6624 -0.0984 0.1420
H 0.1173 2.7802 -1.6267
H 4.5839 -3.8268 0.7710
Cl 2.5690 -4.5424 1.7346
H -0.1729 -3.7017 1.5863
H -4.3243 -4.7627 1.6921
C 0.5705 5.6443 0.1585
H -0.4586 1.6269 0.0938
O 1.0451 -2.6054 -0.2166
C -0.2234 6.4844 -0.5854
H -0.2856 7.5330 -0.3374
C -1.3545 -2.9683 -0.0273
H 1.1069 6.0220 1.0151
C -3.7104 -3.5515 0.0522
H -2.0468 -4.8783 2.6736
N -0.3454 -0.7912 -0.3212
O 5.1054 -0.6857 1.1046
C -0.9443 5.9856 -1.6693
C -0.1774 -2.2179 -0.6468
C 0.5102 1.1823 0.3238
C 1.5033 2.0712 0.8017
C -0.0435 3.7909 -1.2883
C -3.4985 -4.2573 1.2143
Re 2.6083 -1.9256 0.4187
H -1.2760 -0.3777 -0.3859
H -1.3795 4.2689 -2.8778
C -1.1629 -3.6609 1.1542
H 2.2116 3.9998 1.2587
C 3.5380 -3.8442 0.4499
C 1.4826 3.4488 0.6738
C -2.6409 -2.9149 -0.6074
Br 2.9477 1.3258 1.7880
O -2.9381 -2.2725 -1.7418
C -0.8454 4.6356 -2.0157
H 3.4207 -4.4287 -0.4646
O 4.0579 -1.2229 0.8225
H -1.5541 6.6473 -2.2642
*
```

natural (NBO) population analysis, charges in e, atoms 1 to 4: 0.476, -0.015, 0.196, 0.246

=====

(10)
C17H16BrN2O6STeTl | wB97M-V/def2-TZVPD

HOMO-LUMO gap (alpha / beta)   5.461 / 5.272 eV
Relative energy (zero: lowest compared OMol25 entry of this formula, charge and spin)   71.35 kJ/mol

The geometry in ORCA input format:
```
! RIJCOSX wB97M-V def2-TZVPD def2/J DEFGRID3
* xyz -2 1
H 3.4679 0.9666 -0.5876
O 1.2429 -0.5082 1.6039
Te -0.0267 2.0734 0.8417
C -0.4728 3.8487 -1.6831
Br -3.4442 -1.6364 2.5282
O 1.1280 1.3833 3.0907
H 1.0889 -2.8570 2.1885
H -0.0303 0.4132 -4.0176
H -2.8625 -3.1234 5.0483
H -2.5441 4.0185 -4.3566
C -0.9727 2.7320 -1.0183
O 0.1111 -3.2387 -0.3419
C -1.9693 -3.1288 4.4412
H 0.3724 4.3596 -1.2464
S 0.5917 0.0381 2.8243
C 2.0658 -0.3960 -1.4686
C 0.3140 -3.7067 4.0404
O -0.0211 -3.7853 -1.5484
C -2.0523 2.0875 -1.6181
C 2.4320 1.8700 -2.2305
H -2.4743 1.2100 -1.1423
H -3.4434 1.9989 -3.2378
H 1.2415 -4.1697 4.3361
C -2.1035 3.6574 -3.4346
C 2.7280 0.8354 -1.3659
C -1.9171 -2.4862 3.2207
H 2.6990 -1.1695 0.2505
N 2.4461 -1.4628 -0.6874
H 1.2018 2.5341 -3.8604
C -1.0204 4.3063 -2.8657
H -0.5887 5.1722 -3.3554
C 0.2556 -2.9639 2.8634
N -0.8845 -2.4620 2.4222
O -0.8799 0.1598 2.6004
C -2.6093 2.5346 -2.8009
H 0.5449 -1.4741 -2.5277
H -0.8078 -4.3829 5.7443
C -0.8135 -3.7977 4.8310
O 0.8367 -0.8652 3.9546
Tl -0.7936 -0.9115 0.2725
H 2.9449 2.8209 -2.1424
H 1.7334 -2.1972 -0.6299
C 1.4552 1.7152 -3.2018
C 1.0661 -0.5304 -2.4430
C 0.7655 0.5171 -3.2902
*
```

natural (NBO) population analysis, charges in e, atoms 1 to 4: 0.204, -1.125, 0.416, -0.194

=====

(11)
C17H16Cl5N4OSTi | wB97M-V/def2-TZVPD

HOMO-LUMO gap   5.455 eV
Relative energy (zero: lowest compared OMol25 entry of this formula, charge and spin)   0.00 kJ/mol

The geometry in ORCA input format:
```
! RIJCOSX wB97M-V def2-TZVPD def2/J DEFGRID3
* xyz -1 1
H -3.3981 0.5628 -1.8057
H -0.6583 -2.6394 1.6861
H -2.5273 2.0276 -1.3934
H -1.8112 0.5362 2.6987
H -2.1658 -2.5634 0.7185
C -0.5309 -0.2662 -2.1480
C -0.2780 0.4730 -4.8661
H 4.0154 -2.4010 -1.4037
H 2.6516 0.6947 3.7530
H -2.2317 3.8359 2.8766
H -2.9684 2.2996 2.7376
H 0.9940 1.1384 4.1049
C -0.9427 -1.0982 -3.1749
H -0.6493 -3.1595 -0.0109
Ti -0.5517 -0.5212 0.0825
C 1.2220 -0.0661 2.3555
Cl -1.6598 -2.6348 -2.7635
C 3.4721 -1.9448 -0.5885
C -0.9427 2.3367 2.6013
Cl -1.3503 -1.8394 -5.7654
N -0.9033 0.9850 2.6378
C -2.5517 0.5317 0.1499
Cl 0.4590 2.0535 -1.2671
C 2.0091 -0.7265 1.4605
N -2.1536 2.8407 2.9973
C -3.2113 1.2745 -0.9956
C -1.0776 -2.4421 0.6957
N -0.0341 0.2541 1.8264
H -4.1525 1.7353 -0.6807
H 3.7979 -1.0107 2.6679
C -0.8261 -0.7609 -4.5231
S 0.3372 3.3203 2.1989
Cl -0.1172 0.9200 -6.5254
C 4.0769 -1.7562 0.7068
Cl 0.7953 2.8890 -4.2773
H 5.0945 -2.0814 0.8842
C 2.1951 -1.5358 -0.7706
O -3.2197 0.3862 1.1804
C 1.6226 0.3304 3.7393
C -0.0054 0.9580 -2.5385
C 0.1342 1.3512 -3.8656
C 3.3657 -1.1676 1.6872
H 1.7069 -1.6604 -1.7311
N 1.4196 -0.9594 0.1989
H 1.5496 -0.4996 4.4493
*
```

natural (NBO) population analysis, charges in e, atoms 1 to 4: 0.229, 0.222, 0.227, 0.409